125
Properties=species:S:1:pos:R:3:forces:R:3 method="wB97M-V/def2-TZVPD" charge=0 multiplicity=2 homo_energy_ha="-0.2948 / -0.2948" lumo_energy_ev="0.613 / 0.558"
C 6.399101 -1.913075 -0.231344 -0.10 -0.02 0.10
C 6.876831 -1.398434 1.126166 0.13 -0.07 0.00
C 6.966415 0.136020 1.262519 -0.01 0.04 -0.02
C 6.047223 0.956925 0.350254 -0.10 0.02 -0.10
C 5.569995 2.270470 0.968665 0.18 0.01 -0.10
C 4.492721 2.987766 0.132981 0.14 -0.01 0.03
C 3.106980 3.120409 0.765169 -0.05 0.11 -0.08
C 2.212951 1.856296 0.840756 0.06 -0.17 0.17
C 2.843179 0.880119 1.838169 0.02 -0.26 0.06
C 3.021775 1.249032 3.170902 -0.25 0.30 -0.13
C 3.590485 0.378867 4.071712 0.15 -0.21 0.25
C 3.987067 -0.877120 3.629920 -0.08 0.20 0.01
N 3.836721 -1.260881 2.371003 -0.01 -0.14 0.08
C 3.284854 -0.399429 1.520098 -0.11 0.10 -0.17
C 0.840004 2.324219 1.361717 0.06 0.17 -0.10
C -0.324162 1.355992 1.165618 -0.07 -0.26 0.27
C -1.624212 2.018658 1.618705 0.07 0.20 -0.10
C -0.199092 0.081451 2.012507 -0.22 0.26 -0.09
N -0.419042 1.097814 -0.301086 0.08 0.27 -0.10
O -1.116494 1.962416 -0.933764 -0.19 -0.06 -0.05
C 0.764045 0.570530 -1.046110 0.03 -0.19 0.12
C 0.828339 -0.969277 -0.946739 -0.12 0.19 -0.12
C 0.568288 0.862477 -2.529542 0.26 -0.10 -0.12
C 2.055603 1.322386 -0.600596 0.00 -0.22 -0.01
H 5.314899 -1.823718 -0.330576 0.03 0.05 -0.03
H 6.858029 -1.368039 -1.057794 0.05 -0.06 -0.04
H 6.633206 -2.973234 -0.339526 0.03 0.03 -0.04
H 7.869505 -1.814070 1.319078 -0.01 0.03 0.04
H 6.225326 -1.804306 1.902142 -0.01 0.03 -0.11
H 6.745195 0.412257 2.297493 0.07 -0.06 0.05
H 8.000116 0.438974 1.078070 -0.01 0.09 0.05
H 6.570140 1.202718 -0.579449 -0.08 -0.12 -0.07
H 5.174268 0.366202 0.062446 0.04 0.04 0.03
H 5.213930 2.076547 1.981696 0.01 0.07 0.01
H 6.434393 2.935569 1.054952 0.00 -0.05 0.17
H 4.417747 2.496790 -0.841210 -0.05 0.03 -0.03
H 4.833471 4.003914 -0.079856 -0.03 -0.01 -0.02
H 3.212573 3.554960 1.765144 -0.02 -0.05 0.00
H 2.541818 3.851948 0.178343 0.02 0.01 0.03
H 2.713016 2.233603 3.503881 0.02 -0.03 0.04
H 3.733101 0.657113 5.108430 -0.02 0.03 -0.04
H 4.439929 -1.585206 4.314177 0.01 -0.05 -0.02
H 3.194299 -0.770502 0.510095 -0.08 -0.04 -0.12
H 0.574305 3.240678 0.823507 -0.01 -0.02 0.03
H 0.908301 2.583441 2.419942 -0.02 0.05 0.01
H -2.477517 1.456063 1.247467 -0.02 -0.02 0.03
H -1.655500 2.025061 2.709603 0.01 0.02 -0.01
H -1.708717 3.042488 1.257640 -0.03 -0.06 -0.02
H 0.669665 -0.523856 1.813196 0.19 -0.15 -0.07
H -1.106003 -0.516480 1.894826 0.06 -0.09 -0.05
H -0.149216 0.395692 3.057185 0.07 -0.06 -0.03
H 0.521958 -1.367701 0.006319 0.10 -0.07 0.33
H 0.154276 -1.400550 -1.690624 -0.01 0.05 0.05
H 1.830541 -1.322131 -1.186461 0.06 -0.02 0.03
H 1.350761 0.315616 -3.063684 0.00 0.05 -0.02
H -0.394212 0.491617 -2.875710 -0.03 0.09 0.00
H 0.670061 1.919165 -2.764231 -0.18 0.02 0.00
H 2.906893 0.695408 -0.875872 0.02 0.08 -0.02
H 2.127070 2.200702 -1.247171 -0.08 0.01 0.04
C 1.391084 -1.370488 -9.403928 -0.03 0.01 0.00
C 1.520271 -0.454532 -8.196710 0.00 0.01 -0.03
N 2.308263 -1.035283 -7.124037 0.01 0.01 -0.02
C 2.192833 -0.318455 -5.867998 -0.08 0.05 0.10
C 2.730622 1.116798 -5.802322 0.03 -0.01 0.07
C 3.644029 -1.474068 -7.490952 0.09 -0.05 -0.02
C 4.599842 -0.438093 -8.098271 0.02 -0.03 0.03
H 1.008837 -2.347619 -9.106236 0.02 -0.01 0.01
H 0.698330 -0.933947 -10.124261 -0.01 -0.01 0.00
H 2.343052 -1.515303 -9.915446 0.01 0.00 0.00
H 0.523170 -0.266175 -7.789397 0.00 0.02 0.01
H 1.902795 0.522795 -8.533215 0.01 -0.01 0.01
H 2.678501 -0.917297 -5.091511 0.03 -0.02 -0.03
H 1.129413 -0.299233 -5.608190 -0.01 0.01 -0.04
H 3.819468 1.144414 -5.773105 0.00 0.00 -0.05
H 2.368783 1.602656 -4.893950 0.00 0.00 0.00
H 2.395071 1.718341 -6.647558 -0.01 -0.02 -0.02
H 3.543081 -2.301662 -8.196591 -0.03 0.01 -0.02
H 4.098070 -1.908660 -6.596862 0.00 0.02 0.01
H 4.109342 0.160886 -8.867000 -0.01 -0.01 -0.02
H 5.441859 -0.948116 -8.569834 0.01 0.00 0.01
H 5.006456 0.241832 -7.351068 -0.04 0.03 -0.01
C -1.402419 -0.966293 5.397836 0.06 -0.01 0.00
C -2.636702 -1.613021 6.002551 0.00 0.01 -0.04
N -3.861552 -0.965734 5.563902 0.04 -0.06 0.00
C -5.037364 -1.377211 6.308622 -0.09 0.03 0.06
C -5.493465 -2.836649 6.190020 -0.03 0.02 0.01
C -4.024265 -0.842437 4.123914 -0.02 0.04 -0.08
C -3.978399 -2.126741 3.284182 0.01 0.02 0.00
H -1.395350 0.108021 5.591395 -0.02 0.01 -0.01
H -0.492944 -1.399042 5.816754 -0.02 -0.02 0.03
H -1.369989 -1.118560 4.319211 0.06 -0.01 0.02
H -2.597772 -1.526768 7.091796 -0.02 0.00 0.01
H -2.613000 -2.692036 5.778468 -0.01 0.01 0.00
H -5.861274 -0.720628 6.016123 0.00 0.00 -0.01
H -4.839178 -1.161078 7.363084 0.03 -0.02 -0.01
H -5.956539 -3.045060 5.226085 0.03 0.00 -0.01
H -6.235162 -3.052025 6.961484 -0.01 0.00 0.00
H -4.665438 -3.532868 6.328492 0.01 0.00 0.01
H -3.248113 -0.166377 3.754527 0.01 0.00 0.01
H -4.968487 -0.321023 3.946084 -0.02 -0.01 0.01
H -3.150628 -2.773513 3.580373 0.02 0.01 0.00
H -3.832273 -1.872703 2.231484 0.00 -0.03 0.00
H -4.899020 -2.705003 3.355656 0.03 -0.03 0.04
C -8.670082 1.462877 0.488872 0.00 0.03 -0.01
C -7.240944 1.301155 -0.005663 -0.03 0.00 -0.02
N -6.403538 0.551129 0.912945 -0.02 -0.01 -0.02
C -4.986739 0.641561 0.608946 0.14 0.05 0.03
C -4.476139 0.042531 -0.707653 0.06 -0.01 0.04
C -6.894740 -0.765808 1.280823 -0.03 -0.09 0.07
C -7.156331 -1.777010 0.156335 0.02 -0.01 0.04
H -8.683986 1.893613 1.490900 0.01 -0.02 0.01
H -9.217927 2.127690 -0.179990 0.00 0.01 0.01
H -9.207017 0.514148 0.515313 0.00 -0.01 0.00
H -6.788731 2.291370 -0.107654 0.01 0.00 -0.02
H -7.263421 0.869723 -1.019618 0.00 -0.01 0.01
H -4.438180 0.188047 1.440956 -0.06 0.01 -0.01
H -4.723392 1.703899 0.623776 -0.05 0.01 -0.02
H -4.450383 -1.046982 -0.680629 -0.05 -0.01 -0.01
H -3.457886 0.391907 -0.895633 0.00 0.01 0.00
H -5.087858 0.350457 -1.556381 -0.01 0.00 0.00
H -7.821055 -0.633671 1.845154 -0.02 0.03 -0.02
H -6.179887 -1.189490 1.990937 -0.01 0.01 -0.05
H -7.700139 -1.323980 -0.673960 -0.02 0.01 0.01
H -7.765845 -2.599185 0.536341 0.01 -0.01 0.00
H -6.236827 -2.206387 -0.238863 0.01 0.04 -0.03